[1]
ORCA calculation (ωB97M-V/def2-TZVPD) on a single C4H12N2O molecule.

The total charge is 0. The largest force on an atom comes out at 1.0 eV Å⁻¹. For the electronic energy, the calculation gives -344.293979 hartree. The HOMO energy comes out at -8.446 eV.

Each line ends with the Löwdin charge.
Atoms and positions in Å:
C 0.7470 1.2943 -1.0736  -0.04
C 0.9636 0.5568 0.2447  -0.66
C 0.8258 1.4877 1.4504  -0.04
O 1.9985 -0.2919 0.2820  -0.19
N -0.1976 -0.6482 0.4537  0.04
C -1.0662 -1.0808 -0.6449  -0.29
N -1.8597 -2.2145 -0.2003  0.01
H 1.5035 2.0757 -1.1452  0.09
H -0.2395 1.7615 -1.1342  0.08
H 0.8850 0.6183 -1.9156  0.08
H 0.9371 0.9175 2.3739  0.08
H 1.6375 2.2149 1.4135  0.09
H -0.1268 2.0230 1.4585  0.08
H 0.8613 -1.1569 0.5247  0.16
H -0.7418 -0.5669 1.3105  0.13
H -1.7454 -0.2685 -0.9170  0.12
H -0.4182 -1.2860 -1.5033  0.12
H -1.3089 -3.0649 -0.1717  0.07
H -2.6550 -2.3712 -0.8062  0.07

Forces on the atoms, in the same order (eV/Å):
-0.186 -0.199 0.092
0.208 -0.471 0.068
-0.105 -0.177 -0.060
-0.099 0.447 -0.091
0.856 0.030 -0.179
0.057 0.020 0.024
0.057 0.056 -0.004
0.006 -0.011 0.028
0.031 0.037 0.001
0.020 -0.012 0.011
-0.005 -0.009 -0.027
-0.007 -0.023 -0.034
0.026 0.025 -0.002
-0.980 0.300 0.115
0.097 -0.059 -0.010
0.030 -0.043 0.019
-0.036 0.018 0.065
-0.030 0.055 -0.033
0.060 0.016 0.016

---

[2]
ORCA calculation (ωB97M-V/def2-TZVPD) on 7 unconnected molecules or ions with the total composition CH16NO6.

The total charge is +2. The largest force on an atom comes out at 7.5 eV Å⁻¹. For the electronic energy, the calculation gives -553.026690 hartree. The HOMO energy (spin up / spin down) comes out at -18.733 / -17.383 eV. Its multiplicity is 2.

Each line ends with the Mulliken spin population.
Atoms and positions in Å:
C 0.4706 0.1818 1.0602  -0.01
N -0.1255 -0.9359 0.7688  0.22
H 1.1626 0.2731 1.9887  0.01
H 0.4119 1.2439 0.4726  0.02
H -0.7914 -1.0478 0.0123  -0.01
H -0.0336 -1.8186 1.3960  0.00
H -2.1830 -2.9422 0.7487  0.00
H -1.4118 -3.6556 2.0042  0.00
O -1.4255 -2.9196 1.3378  0.03
H 3.4341 1.5841 -2.4320  0.00
H 4.6858 0.8363 -2.6363  0.00
O 3.7355 0.7881 -2.2159  0.15
H -1.4074 2.8132 1.0445  -0.02
H -0.8349 2.5528 2.4384  -0.01
O -0.6340 2.6001 1.5930  0.54
H 2.7564 -1.7000 0.3856  0.00
H 2.8927 -0.4057 -0.0905  0.00
O 2.2050 -0.9228 0.3883  0.05
H -1.7473 1.9310 -1.1068  0.00
H -3.0651 2.5493 -0.6649  0.00
O -2.0785 2.7175 -0.7343  0.06
H -2.7227 -1.5048 -2.0468  0.00
H -1.2902 -1.0929 -2.1555  0.00
O -2.0038 -1.1253 -1.5561  0.00

Forces on the atoms, in the same order (eV/Å):
0.920 1.924 0.693
0.212 0.736 2.039
-1.658 -0.358 -1.534
-0.043 -3.124 0.897
-0.486 0.055 -0.445
-0.343 1.480 -1.474
-0.313 -0.555 0.227
-0.649 0.797 -1.173
0.683 -0.932 1.256
-2.445 5.564 -1.395
-2.433 -0.548 1.252
4.823 -5.056 0.290
-0.851 0.350 -0.982
-1.899 -0.410 7.200
2.570 0.293 -6.505
-0.098 -1.631 0.644
-0.746 0.734 -0.128
2.602 0.729 -1.235
0.626 -1.605 -1.120
1.434 0.490 -0.296
-2.169 0.990 1.750
-0.728 -0.340 -0.314
1.276 -0.044 -1.410
-0.284 0.462 1.761

---

[3]
ORCA calculation (ωB97M-V/def2-TZVPD) on 2 unconnected molecules or ions with the total composition CH3N4S.

The total charge is -1. The largest force on an atom comes out at 2.5 eV Å⁻¹. For the electronic energy, the calculation gives -656.951158 hartree. The HOMO energy (spin up / spin down) comes out at -1.993 / -3.451 eV.

Each line ends with the Löwdin charge.
Atoms and positions in Å:
C 0.6554 0.4687 0.6214  -0.35
N -0.2481 -0.0774 -1.2894  -0.08
N 0.4202 -0.9392 0.6524  -0.04
N 0.1490 0.9207 -0.6612  -0.09
N -0.1082 -1.1931 -0.5050  -0.83
S -0.5461 -2.6572 -1.0460  0.25
H 0.1763 0.9932 1.4532  0.07
H 1.7372 0.6920 0.6690  0.08
H -2.2357 1.7923 0.1057  0.00

Forces on the atoms, in the same order (eV/Å):
0.324 -0.010 0.098
-0.585 -1.345 -0.875
0.037 -0.186 0.860
0.136 1.732 0.523
0.605 1.940 0.043
-0.711 -2.270 -0.818
0.021 0.084 0.087
0.080 0.068 0.107
0.093 -0.013 -0.026

---

[4]
ORCA calculation (ωB97M-V/def2-TZVPD) on a molecular structure, C2H2I4S.

The total charge is 0. The largest force on an atom comes out at 0.7 eV Å⁻¹. For the electronic energy, the calculation gives -1666.238020 hartree. The HOMO energy (spin up / spin down) comes out at -9.543 / -8.090 eV.

Each line ends with the Löwdin charge.
Atoms and positions in Å:
C 1.8745 -2.1730 -0.0949  -1.37
C -1.4951 1.7546 -0.0031  -1.72
S -0.2487 0.6909 -0.6097  0.47
I 0.6361 -2.5319 1.4952  0.72
I 1.8935 -3.3231 -1.7913  0.73
I -1.3151 2.0819 2.1604  0.65
I -1.5551 3.6696 -1.0638  0.67
H 2.6854 -1.4832 0.0479  -0.08
H -2.4756 1.3141 -0.1407  -0.06

Forces on the atoms, in the same order (eV/Å):
-0.217 -0.255 -0.080
-0.287 0.260 0.301
0.220 0.245 0.019
0.125 0.047 -0.196
-0.035 0.166 0.258
0.035 -0.182 -0.654
0.139 -0.653 0.223
0.098 0.098 0.025
-0.079 0.275 0.104

---

[5]
ORCA calculation (ωB97M-V/def2-TZVPD) on 2 unconnected molecules or ions with the total composition C5H15N4O2.

The total charge is +1. The largest force on an atom comes out at 6.7 eV Å⁻¹. For the electronic energy, the calculation gives -568.510093 hartree. The HOMO energy comes out at -13.774 eV.

Each line ends with the Löwdin charge.
Atoms and positions in Å:
C 1.1606 -1.4700 -2.7265  -0.53
C 0.7786 1.8441 1.7242  -0.10
C -0.4385 1.4399 2.6078  -0.27
C -1.6511 1.2364 1.8149  -0.21
C -1.7677 -0.0874 1.0875  -0.17
N 2.0880 -2.2994 -3.0973  0.19
N 0.7767 -0.5084 -3.5169  0.19
N 0.8328 -1.7088 -1.3613  0.13
N 1.5643 -1.4853 -0.3393  0.21
O -1.4098 0.2379 -0.2894  -0.14
O -1.1830 -0.8476 -1.1783  -0.01
H 1.2033 0.9497 1.1905  0.03
H 0.5983 2.4854 0.8584  0.07
H 1.7066 2.2611 2.2091  0.09
H -0.2057 0.5413 3.2475  0.13
H -0.5580 2.2303 3.3435  0.11
H -2.4675 1.3519 2.6024  0.15
H -1.6701 1.9936 1.0071  0.13
H -1.3598 -0.9788 1.4914  0.11
H -2.8453 -0.4376 1.0882  0.14
H 2.3213 -3.0790 -2.4715  0.08
H -1.8214 -0.5802 -1.7709  0.08
H -0.0181 0.0883 -3.2792  0.13
H 0.8928 -0.6939 -4.5009  0.14
H 1.4450 -1.9842 0.4756  0.12
H 2.0282 -0.4994 -0.2168  0.20

Forces on the atoms, in the same order (eV/Å):
4.049 -1.978 0.421
1.848 -1.159 -0.391
3.185 0.174 0.821
-1.628 -0.033 0.485
-3.243 -0.377 -0.956
-1.409 0.209 0.905
-2.393 2.096 -0.336
1.072 -1.964 1.881
-0.226 5.247 -4.220
1.043 0.942 0.974
1.329 -0.804 2.708
-0.398 0.207 0.486
-0.676 0.349 0.413
-1.258 -0.312 0.086
-0.042 0.694 -0.739
-0.316 0.223 -0.044
0.343 -0.165 -1.706
-0.650 -0.025 0.678
1.727 -0.519 0.295
0.724 0.760 -0.291
-0.199 0.445 -0.302
-2.427 0.305 -2.698
0.607 -0.312 -0.013
0.213 0.012 -0.066
-0.830 -1.733 2.042
-0.446 -2.281 -0.433

---

[6]
ORCA calculation (ωB97M-V/def2-TZVPD) on a molecular structure, C43H48InN7S.

The total charge is 0. The largest force on an atom comes out at 1.0 eV Å⁻¹. For the electronic energy, the calculation gives -2639.096110 hartree. The HOMO energy comes out at -6.915 eV.

Each line ends with the Löwdin charge.
Atoms and positions in Å:
In -0.2375 -0.0959 -0.3296  0.84
C 5.1372 1.1256 -3.0962  -0.08
C 5.1600 -0.1400 -2.2279  -0.19
C 3.7748 -0.6442 -1.9683  -0.13
C 3.1060 -1.6280 -2.6372  -0.12
C 3.6214 -2.5027 -3.7368  -0.19
C 4.2250 -3.8056 -3.1961  -0.08
C 1.7909 -1.7171 -2.0421  -0.21
C 0.8478 -2.7007 -2.3229  0.07
C -0.3598 -2.9239 -1.6721  -0.22
C -1.3064 -3.9718 -2.0095  -0.12
C -1.1104 -5.0008 -3.0780  -0.18
C -1.5077 -4.4758 -4.4638  -0.08
C -2.3884 -3.7893 -1.2026  -0.12
C -2.0942 -2.6337 -0.3738  -0.21
C -2.9717 -2.0683 0.5452  0.07
C -2.7613 -0.9381 1.3284  -0.20
N -1.6620 -0.1340 1.2743  0.05
C -1.7587 0.7685 2.2878  -0.23
C -0.7863 1.7063 2.6203  0.05
C 0.5025 1.7951 2.1043  -0.23
N 1.0235 0.9884 1.1386  0.05
C 2.3091 1.3815 0.9318  -0.24
C 3.1636 0.8603 -0.0357  0.05
C 2.8649 -0.1212 -0.9737  -0.23
N 1.6693 -0.7668 -1.0721  0.05
C 2.6303 2.4823 1.8149  -0.12
C 1.5047 2.7457 2.5379  -0.12
C 1.3088 3.7925 3.5898  -0.19
C 1.4199 3.2251 5.0111  -0.08
C 3.9285 3.2268 1.8552  -0.18
C 3.9598 4.3572 0.8176  -0.08
C -3.0091 0.5717 2.9891  -0.12
C -3.6301 -0.4893 2.3945  -0.12
C -4.9349 -1.1193 2.7674  -0.19
C -4.7667 -2.2992 3.7330  -0.08
C -3.4205 1.3190 4.2192  -0.18
C -2.6453 0.8334 5.4522  -0.08
N -0.8483 -2.1730 -0.6518  0.05
C -3.6750 -4.5526 -1.1876  -0.18
C -4.7797 -3.8292 -1.9703  -0.08
H 6.1459 1.5085 -3.2581  0.07
H 4.5423 1.9051 -2.6167  0.06
H 4.6890 0.9109 -4.0671  0.08
H 5.6649 0.0731 -1.2834  0.11
H 5.7406 -0.9140 -2.7321  0.11
H 4.3792 -1.9600 -4.3050  0.11
H 2.8103 -2.7336 -4.4300  0.11
H 5.0364 -3.5876 -2.5003  0.07
H 4.6229 -4.4165 -4.0075  0.07
H 3.4718 -4.3843 -2.6603  0.07
H 1.0936 -3.3854 -3.1248  0.11
H -1.7088 -5.8827 -2.8426  0.10
H -0.0657 -5.3203 -3.0930  0.11
H -2.5533 -4.1710 -4.4713  0.06
H -1.3628 -5.2480 -5.2218  0.07
H -0.9155 -3.6014 -4.7345  0.07
H -3.9192 -2.5750 0.6764  0.11
H -1.0434 2.4109 3.4008  0.11
H 4.1663 1.2688 -0.0670  0.11
H 0.3303 4.2618 3.4597  0.11
H 2.0549 4.5785 3.4601  0.11
H 0.6783 2.4427 5.1761  0.06
H 1.2649 4.0100 5.7526  0.07
H 2.4064 2.7878 5.1693  0.08
H 4.7600 2.5427 1.6748  0.11
H 4.0740 3.6457 2.8524  0.11
H 3.8913 3.9501 -0.1932  0.06
H 4.8815 4.9355 0.8959  0.07
H 3.1150 5.0319 0.9662  0.07
H -5.4449 -1.4593 1.8636  0.11
H -5.5754 -0.3651 3.2279  0.11
H -4.1367 -3.0724 3.2914  0.07
H -5.7355 -2.7371 3.9768  0.07
H -4.2930 -1.9699 4.6586  0.06
H -4.4890 1.1785 4.3900  0.10
H -3.2547 2.3903 4.0805  0.11
H -2.8492 -0.2214 5.6392  0.07
H -2.9235 1.4018 6.3410  0.07
H -1.5709 0.9373 5.2980  0.06
H -4.0006 -4.7101 -0.1561  0.11
H -3.5121 -5.5388 -1.6259  0.10
H -4.9618 -2.8359 -1.5596  0.07
H -5.7100 -4.3992 -1.9370  0.07
H -4.4880 -3.6983 -3.0114  0.05
N 0.0256 7.6793 -1.1314  0.17
C -0.0478 6.5329 -1.1273  -0.17
C -0.1280 5.1029 -1.0897  -0.21
C -1.2539 4.4733 -0.5657  0.02
C -1.2609 3.0917 -0.5056  -0.10
N -0.2328 2.3503 -0.9094  0.02
C 0.8256 2.9513 -1.4470  -0.09
C 0.9262 4.3257 -1.5615  0.01
H -2.0969 5.0522 -0.2171  0.12
H -2.1161 2.5466 -0.1216  0.12
H 1.6204 2.3002 -1.7910  0.12
H 1.7992 4.7871 -2.0005  0.12
S -3.0802 -0.8155 -4.0587  0.57
C -2.1362 -0.2417 -2.9129  -0.95
N -1.4439 0.2205 -2.0776  0.01

Forces on the atoms, in the same order (eV/Å):
0.134 0.146 -0.037
0.062 -0.100 0.070
-0.126 0.118 -0.086
0.010 -0.128 -0.011
-0.017 0.112 -0.020
0.030 -0.101 0.168
-0.015 0.091 -0.082
0.114 -0.101 0.070
-0.030 0.048 0.002
0.015 -0.079 0.010
-0.101 -0.044 0.094
-0.075 0.168 -0.092
0.057 -0.102 0.064
0.099 -0.057 -0.044
-0.014 -0.090 0.021
0.052 0.064 -0.047
-0.033 -0.070 0.047
0.006 -0.077 0.158
-0.120 0.195 0.000
-0.011 -0.089 -0.075
0.092 0.004 0.075
-0.003 -0.145 0.156
0.029 0.071 -0.037
-0.050 0.003 -0.031
0.071 0.050 -0.035
0.003 -0.048 -0.075
-0.022 0.001 0.112
-0.016 0.046 -0.114
0.028 -0.143 0.101
-0.013 0.072 -0.100
-0.103 0.059 -0.142
0.050 -0.069 0.098
0.028 -0.097 0.009
-0.042 0.174 -0.036
0.122 -0.102 0.086
-0.033 0.087 -0.078
0.111 -0.140 0.021
-0.065 0.065 -0.024
-0.021 -0.123 0.000
-0.023 0.152 -0.103
0.028 -0.111 0.069
-0.023 0.021 -0.009
0.015 0.028 -0.021
-0.011 0.028 -0.001
0.030 -0.040 0.005
0.036 -0.015 0.048
-0.026 0.010 -0.034
0.028 0.023 -0.056
-0.001 -0.022 0.009
-0.018 -0.022 0.021
0.018 -0.021 0.013
0.000 0.006 -0.004
0.042 -0.028 0.024
-0.007 -0.055 0.020
-0.013 0.030 -0.019
-0.002 0.033 -0.008
-0.019 0.021 -0.017
-0.007 0.006 0.005
0.009 -0.013 0.033
-0.010 0.019 -0.018
0.020 0.047 -0.006
-0.037 0.039 -0.033
0.009 -0.014 0.021
0.008 -0.028 0.022
-0.006 -0.010 0.021
0.025 -0.002 0.057
0.037 -0.025 0.011
-0.010 0.018 -0.010
-0.008 0.002 -0.037
0.008 0.016 -0.018
-0.048 0.035 0.007
-0.038 -0.002 -0.038
0.001 -0.013 0.017
0.025 -0.026 0.022
-0.005 -0.029 0.009
-0.019 0.065 -0.027
-0.036 0.009 0.003
0.006 0.005 0.012
0.002 -0.015 -0.001
0.007 -0.001 0.023
0.014 -0.053 0.004
-0.003 -0.033 0.057
-0.015 0.018 -0.027
0.002 0.027 -0.004
-0.001 0.038 -0.016
-0.007 -0.066 -0.023
0.009 0.303 -0.001
-0.007 -0.405 0.027
0.035 0.105 -0.045
0.009 -0.030 -0.002
0.066 0.195 0.009
-0.024 0.005 0.024
-0.055 0.120 -0.005
-0.008 -0.026 0.019
-0.006 0.052 0.029
0.032 0.042 0.005
0.016 -0.019 0.015
-0.456 -0.329 -0.555
0.542 0.466 0.650
-0.331 -0.202 -0.370

---

Q: Which value of electronic energy does entry 4 give?
A: -1666.238020 hartree

---

Q: total charge of number 1 (C4H12N2O)?
A: 0

---

Q: Look up the electronic energy of the third one.
A: -656.951158 hartree